# 1
A 2-piece molecular cluster, C2H4IN overall. Source: the Open Molecules 2025 dataset; level of theory: ωB97M-V/def2-TZVPD.

Geometry (Å):
C  0.08  0.04  -0.67
C  0.70  -1.09  -0.89
N  1.07  -2.26  -0.83
H  -0.81  0.23  -1.16
H  0.21  0.67  0.16
H  1.81  -2.58  -1.48
I  -1.77  3.21  2.76
H  -1.29  1.77  2.10

HOMO level: -0.3394 Eh
E_tot: -11727.6471 eV
Energy relative to the best compared isomer or geometry (same formula, charge and spin): 31.42 kcal/mol
LUMO level: 0.012 Eh
Charge: 0
SMILES string: C=C=N.I

# 2
A 3-piece molecular cluster, C2H10BrN4 overall. Source: the Open Molecules 2025 dataset; level of theory: ωB97M-V/def2-TZVPD.

Geometry (Å):
C  -1.27  -1.72  -0.49
C  0.95  -2.03  -0.21
N  0.02  0.03  0.47
N  2.83  1.09  -0.10
N  0.00  -1.13  -0.09
N  -1.70  1.99  0.35
Br  4.09  -0.24  0.07
H  -1.86  -1.05  -1.03
H  -1.11  -2.58  -1.19
H  -1.79  -2.18  0.42
H  1.85  -1.88  0.36
H  0.96  0.31  0.70
H  -0.87  0.83  0.40
H  3.33  1.70  -0.74
H  -2.54  1.77  0.94
H  -0.95  2.69  0.63
H  -1.95  2.39  -0.48

HOMO level (alpha / beta): -0.4901 / -0.4815 Eh
E_tot: -78225.5434 eV
Energy relative to the best compared isomer or geometry (same formula, charge and spin): 115.13 kcal/mol
LUMO level (alpha / beta): -0.176 / -0.207 Eh
Charge: +1

# 3
An isolated molecule of C3H5NS. Source: the Open Molecules 2025 dataset; level of theory: ωB97M-V/def2-TZVPD.

Geometry (Å):
S  2.14  0.01  0.00
C  0.53  -0.07  0.25
C  -0.74  -0.33  -0.44
C  -2.22  -0.49  0.23
N  -1.74  0.83  -0.24
H  -0.23  0.23  1.10
H  -0.61  -0.68  -1.34
H  -3.19  -1.03  -0.04
H  -1.73  -0.48  1.26
H  -1.72  1.38  0.54

HOMO level: -0.3258 Eh
E_tot: -15512.2872 eV
Energy relative to the best compared isomer or geometry (same formula, charge and spin): 105.74 kcal/mol
LUMO level: -0.022 Eh
Charge: 0
SMILES string: S=C[C@H]1CN1

# 4
C37H58BrCrN4OP2 as an isolated structure. Source: the Open Molecules 2025 dataset; level of theory: ωB97M-V/def2-TZVPD.

Geometry (Å):
Cr  -0.48  0.95  0.04
N  2.40  5.10  -0.22
C  3.71  4.75  -0.06
C  3.69  3.49  0.46
N  2.40  3.06  0.60
C  1.64  4.04  0.18
C  0.18  4.05  0.10
N  -0.73  3.05  0.13
C  -1.95  3.69  -0.02
C  -1.79  5.03  -0.14
N  -0.44  5.23  -0.06
H  2.09  5.95  -0.66
H  4.52  5.42  -0.30
H  4.52  2.86  0.72
H  -2.87  3.16  -0.05
H  -2.50  5.83  -0.27
H  0.00  6.13  -0.08
C  6.44  -0.19  -1.19
C  5.75  -1.50  -0.81
C  6.21  -1.89  0.60
C  6.17  -2.58  -1.81
C  4.22  -1.35  -0.82
C  3.57  -0.25  -1.35
C  2.19  -0.18  -1.26
Br  1.30  1.26  -2.16
C  1.38  -1.13  -0.62
O  0.09  -0.86  -0.38
C  2.02  -2.36  -0.30
C  3.41  -2.39  -0.37
C  1.24  -3.67  -0.11
C  2.16  -4.85  0.21
C  0.18  -3.62  1.00
C  0.57  -3.95  -1.47
H  7.53  -0.32  -1.14
H  6.17  0.62  -0.51
H  6.20  0.12  -2.21
H  7.30  -1.94  0.63
H  5.82  -2.87  0.90
H  5.88  -1.16  1.34
H  7.25  -2.73  -1.78
H  5.89  -2.29  -2.83
H  5.68  -3.53  -1.59
H  4.10  0.55  -1.86
H  3.90  -3.31  -0.07
H  2.70  -4.69  1.14
H  2.87  -5.04  -0.59
H  1.54  -5.74  0.33
H  0.65  -3.71  1.98
H  -0.52  -4.46  0.88
H  -0.39  -2.69  0.97
H  1.33  -4.09  -2.24
H  -0.07  -3.13  -1.77
H  -0.04  -4.86  -1.41
C  -2.76  -2.49  -0.88
C  -3.45  -1.47  0.03
C  -4.96  -1.71  0.04
C  -2.92  -1.65  1.45
P  -2.94  0.28  -0.52
C  -4.18  1.23  0.46
C  -3.84  1.46  1.80
C  -4.71  2.10  2.66
C  -5.94  2.55  2.20
C  -6.29  2.34  0.88
C  -5.42  1.67  0.02
C  -3.31  0.49  -2.36
C  -2.13  -0.15  -3.12
C  -4.60  -0.11  -2.90
C  -3.27  2.00  -2.63
H  -2.85  -3.49  -0.44
H  -1.70  -2.26  -0.99
H  -3.22  -2.53  -1.87
H  -5.14  -2.71  0.45
H  -5.39  -1.69  -0.96
H  -5.49  -1.00  0.66
H  -3.02  -2.70  1.75
H  -3.48  -1.05  2.17
H  -1.87  -1.38  1.51
H  -2.86  1.15  2.15
H  -4.43  2.26  3.70
H  -6.62  3.06  2.87
H  -7.24  2.68  0.50
H  -5.74  1.51  -1.00
H  -2.18  -1.24  -3.11
H  -1.17  0.14  -2.71
H  -2.17  0.18  -4.17
H  -4.59  -1.20  -2.88
H  -4.70  0.19  -3.95
H  -5.50  0.22  -2.38
H  -2.32  2.43  -2.30
H  -4.08  2.53  -2.13
H  -3.36  2.17  -3.70
C  0.27  2.09  3.34
P  0.90  0.80  2.19
C  0.41  -0.71  3.11
C  2.68  0.77  2.63
H  0.65  1.93  4.35
H  -0.82  2.05  3.36
H  0.58  3.08  3.00
H  0.68  -0.62  4.17
H  0.95  -1.56  2.68
H  -0.65  -0.91  3.03
H  2.78  0.38  3.64
H  3.11  1.77  2.58
H  3.22  0.11  1.94

HOMO level (alpha / beta): -0.3595 / -0.3631 Eh
E_tot: -164358.3191 eV
Energy relative to the best compared isomer or geometry (same formula, charge and spin): 1.22 kcal/mol
LUMO level (alpha / beta): -0.080 / -0.084 Eh
Charge: +1
Spin multiplicity: 5

# 5
An isolated molecule of C5H8BN. Source: the Open Molecules 2025 dataset; level of theory: ωB97M-V/def2-TZVPD.

Geometry (Å):
B  -2.46  0.00  0.00
N  -1.06  0.00  0.00
C  -0.31  -1.18  0.00
C  1.01  -1.22  0.00
C  1.88  0.00  0.00
C  1.01  1.23  0.00
C  -0.31  1.18  0.00
H  -3.03  -1.02  0.00
H  -3.03  1.02  -0.01
H  -0.90  -2.08  0.00
H  1.52  -2.18  0.00
H  2.54  0.00  0.88
H  2.54  0.00  -0.88
H  1.52  2.18  0.00
H  -0.90  2.08  0.00

HOMO level: -0.3018 Eh
E_tot: -7480.8647 eV
Energy relative to the best compared isomer or geometry (same formula, charge and spin): 2.45 kcal/mol
LUMO level: 0.032 Eh
Charge: 0
SMILES string: BN1C=CCC=C1

# 6
An isolated molecule of Cl2S. Source: the Open Molecules 2025 dataset; level of theory: ωB97M-V/def2-TZVPD.

Geometry (Å):
S  -1.85  -0.35  0.00
Cl  1.98  -0.23  0.00
Cl  -0.13  0.58  0.00

HOMO level (alpha / beta): -0.3566 / -0.3564 Eh
E_tot: -35876.9890 eV
Energy relative to the best compared isomer or geometry (same formula, charge and spin): 61.61 kcal/mol
LUMO level (alpha / beta): -0.123 / -0.123 Eh
Charge: 0

Question: E_tot of number 4 (C37H58BrCrN4OP2)?
Answer: -164358.3191 eV

Question: What is the formula in the first record?
Answer: C2H4IN

Question: Number 2 is which compound?
Answer: C2H10BrN4